A cluster of 2 separate species, C2H5S in total at a distorted geometry. Source: the Open Molecules 2025 dataset; level of theory: ωB97M-V/def2-TZVPD.

Each atom is followed by the atoms it is bonded to, with distances in Å.
Positions of all 8 atoms, in Å:
1 S -0.533 -1.118 -1.134  H2 1.328
2 H -1.707 -0.629 -1.515  S1 1.328
3 C 1.082 1.444 0.781  C4 1.348, H5 1.118, H6 1.100
4 C 0.315 0.815 1.694  C3 1.348, H7 1.081, H8 1.170
5 H 0.938 1.062 -0.259  C3 1.118
6 H 1.363 2.491 0.972  C3 1.100
7 H -0.534 0.279 1.293  C4 1.081
8 H 0.082 1.129 2.797  C4 1.170

Computed properties:
* E_HOMO: -2.5 eV
* relative energy (zero: lowest compared OMol25 entry of this formula, charge and spin): 135.0 kJ/mol
* charge: -1
* LUMO: 4.4062 eV


A cluster of 3 separate species, C15H36N2O6PSi in total at a distorted geometry. Source: the Open Molecules 2025 dataset; level of theory: ωB97M-V/def2-TZVPD.

Each atom is followed by the atoms it is bonded to, with distances in Å.
Positions of all 61 atoms, in Å:
1 C 1.633 1.585 1.601  Si2 1.917, H14 1.094, H15 1.099, H16 1.099
2 Si 0.843 0.195 0.542  C1 1.917, C3 1.904, C4 1.910, C5 1.953
3 C 1.105 0.696 -1.276  Si2 1.904, H17 1.106, H18 1.099, H19 1.098
4 C 1.739 -1.446 0.931  Si2 1.910, H20 1.106, H21 1.100, H22 1.099
5 C -1.048 -0.027 0.978  Si2 1.953, C6 1.555, N10 1.476, H23 1.107
6 C -1.383 -1.438 1.542  C5 1.555, N7 1.507, H24 1.104, H25 1.093
7 N -1.557 -2.454 0.444  C6 1.507, C8 1.503, H26 1.016, H27 1.024
8 C -2.742 -1.984 -0.352  N7 1.503, C9 1.544, H28 1.095, H29 1.102
9 C -2.310 -0.670 -1.039  C8 1.544, N10 1.465, H30 1.095, H31 1.110
10 N -1.908 0.414 -0.138  C5 1.476, C9 1.465, P11 1.763
11 P -3.205 1.496 0.366  N10 1.763, O12 1.687, O13 1.702
12 O -4.526 1.237 -0.651  P11 1.687, H32 0.958
13 O -3.745 1.086 1.927  P11 1.702, H33 0.968
14 H 2.315 2.160 0.969  C1 1.094
15 H 2.240 1.145 2.405  C1 1.099
16 H 0.814 2.206 1.990  C1 1.099
17 H 2.020 0.183 -1.623  C3 1.106
18 H 0.294 0.395 -1.952  C3 1.099
19 H 1.327 1.768 -1.365  C3 1.098
20 H 1.409 -2.269 0.270  C4 1.106
21 H 1.564 -1.696 1.987  C4 1.100
22 H 2.810 -1.290 0.740  C4 1.099
23 H -1.212 0.667 1.825  C5 1.107
24 H -2.373 -1.369 2.027  C6 1.104
25 H -0.699 -1.785 2.321  C6 1.093
26 H -1.684 -3.394 0.809  N7 1.016
27 H -0.750 -2.405 -0.185  N7 1.024
28 H -3.642 -1.921 0.269  C8 1.095
29 H -2.933 -2.775 -1.095  C8 1.102
30 H -3.090 -0.402 -1.759  C9 1.095
31 H -1.418 -0.927 -1.648  C9 1.110
32 H -5.325 1.157 -0.127  O12 0.958
33 H -4.400 0.375 1.879  O13 0.968
34 O -0.898 -2.440 -3.716  C35 1.205
35 C -1.821 -2.684 -4.452  O34 1.205, O36 1.333, C39 1.505
36 O -2.266 -1.729 -5.268  C35 1.333, C37 1.435
37 C -3.248 -1.946 -6.293  O36 1.435, C38 1.515, H40 1.091, H41 1.088
38 C -4.655 -1.879 -5.736  C37 1.515, H42 1.091, H43 1.090, H44 1.091
39 C -2.524 -4.015 -4.410  C35 1.505, H45 1.090, H46 1.089, H47 1.087
40 H -3.051 -2.878 -6.825  C37 1.091
41 H -3.104 -1.141 -7.011  C37 1.088
42 H -4.834 -2.659 -4.993  C38 1.091
43 H -5.388 -1.992 -6.535  C38 1.090
44 H -4.820 -0.922 -5.240  C38 1.091
45 H -3.231 -4.017 -3.580  C39 1.090
46 H -1.779 -4.791 -4.246  C39 1.089
47 H -3.046 -4.271 -5.328  C39 1.087
48 O 3.406 3.854 2.392  C49 1.201
49 C 4.292 3.856 3.202  O48 1.201, O50 1.340, C53 1.504
50 O 5.156 2.831 3.225  C49 1.340, C51 1.433
51 C 6.334 2.805 4.040  O50 1.433, C52 1.515, H54 1.091, H55 1.089
52 C 6.023 2.346 5.450  C51 1.515, H56 1.090, H57 1.090, H58 1.091
53 C 4.398 4.942 4.238  C49 1.504, H59 1.089, H60 1.089, H61 1.087
54 H 6.842 3.769 4.016  C51 1.091
55 H 7.003 2.088 3.566  C51 1.089
56 H 5.337 3.028 5.954  C52 1.090
57 H 6.938 2.280 6.041  C52 1.090
58 H 5.545 1.366 5.432  C52 1.091
59 H 3.701 4.729 5.046  C53 1.089
60 H 4.126 5.887 3.771  C53 1.089
61 H 5.398 5.071 4.645  C53 1.087

Computed properties:
* E_HOMO: -11.5 eV
* charge: +1
* LUMO: -2.7807 eV


An isolated molecule of C3H3N3 at a distorted geometry. Source: the Open Molecules 2025 dataset; level of theory: ωB97M-V/def2-TZVPD.

Each atom is followed by the atoms it is bonded to, with distances in Å.
Positions of all 9 atoms, in Å:
1 C 0.145 0.118 0.810  C2 1.325, C6 1.486, H7 1.084
2 C -0.241 -1.077 0.389  C1 1.325, N3 1.421, H8 1.079
3 N -0.912 -1.167 -0.861  C2 1.421, N4 1.168
4 N -1.185 -0.382 -1.681  N3 1.168
5 N -0.206 1.465 -1.243  C6 1.258
6 C 0.370 1.231 -0.150  C1 1.486, N5 1.258, H9 1.105
7 H 0.569 0.257 1.797  C1 1.084
8 H -0.098 -2.038 0.859  C2 1.079
9 H 1.336 1.666 0.164  C6 1.105

Computed properties:
* E_HOMO (spin up / spin down): -8.0 / -8.8 eV
* relative energy (zero: lowest compared OMol25 entry of this formula, charge and spin): 412.0 kJ/mol
* LUMO (spin up / spin down): -0.5054 / -0.3962 eV


For the records above, the corresponding E values read -477.3559, -1784.7606, -280.2239 hartree.